{"formula": "C3H6N2O2", "method": "wB97M-V/def2-TZVPD", "symbols": ["H", "N", "C", "O", "C", "C", "N", "O", "H", "H", "H", "H", "H"], "xyz": [[1.689279, 1.165816, -1.619697], [1.178448, 0.495750, -1.049870], [1.631071, 0.499716, 0.132740], [1.131159, -0.248885, 1.122728], [-0.103011, -0.908773, 0.867447], [-1.162775, 0.099876, 0.408880], [-1.808685, -0.224339, -0.753825], [-1.422152, 1.074801, 1.083741], [2.455471, 1.102040, 0.519455], [0.028008, -1.736140, 0.161584], [-0.405561, -1.305736, 1.838742], [-2.341010, 0.544342, -1.140798], [-1.244516, -0.712904, -1.435602]], "forces_ev_per_a": [[-0.03, -0.13, 0.03], [0.16, 0.04, 0.35], [0.02, 0.07, -0.18], [0.05, 0.11, 0.04], [-0.08, -0.10, 0.00], [-0.07, 0.16, 0.08], [0.04, 0.15, 0.00], [0.03, -0.32, -0.23], [-0.02, -0.09, -0.11], [0.03, 0.20, 0.01], [-0.02, 0.01, -0.17], [-0.05, -0.13, 0.08], [-0.06, 0.03, 0.10]], "total_charge": 0, "e_above_lowest_kcal_mol": 31.27, "orbital_gap_ev": 10.8, "total_energy_ha": -377.9095, "mol_weight_da": 102.1, "smiles": "[H]/N=C/OCC(N)=O", "largest_force_ev_per_a": 0.4}